*a*
This record from the Open Molecules 2025 dataset describes 8 unconnected molecules or ions with the total composition C32H88N8O8. The level of theory is ωB97M-V/def2-TZVPD.

Last column: Löwdin charge in e.
CARTESIAN COORDINATES (ANGSTROEM)
1 C -0.17 -3.52 -2.66  -0.111
2 O 0.79 -4.27 -1.97  -0.205
3 C 1.62 -3.47 -1.11  -0.192
4 C 3.00 -4.13 -1.06  -0.425
5 C 3.63 -4.17 -2.44  -0.060
6 N 2.94 -5.48 -0.46  0.047
7 H -0.70 -4.15 -3.38  0.084
8 H 0.30 -2.70 -3.21  0.092
9 H -0.94 -3.10 -1.99  0.078
10 H 1.58 -2.40 -1.31  0.114
11 H 1.13 -3.61 -0.13  0.098
12 H 3.62 -3.55 -0.36  0.119
13 H 3.51 -3.21 -2.96  0.075
14 H 3.17 -4.94 -3.04  0.077
15 H 4.71 -4.31 -2.34  0.073
16 H 2.70 -5.34 0.52  0.068
17 H 2.11 -5.93 -0.85  0.064
18 C -5.65 -4.87 3.12  -0.115
19 O -4.72 -3.90 3.56  -0.205
20 C -4.82 -3.65 4.95  -0.210
21 C -3.64 -2.81 5.43  -0.451
22 C -2.26 -3.27 5.01  -0.056
23 N -3.71 -2.63 6.87  0.035
24 H -5.39 -5.91 3.32  0.081
25 H -5.68 -4.76 2.03  0.081
26 H -6.64 -4.64 3.51  0.088
27 H -5.72 -3.03 5.10  0.125
28 H -4.95 -4.56 5.54  0.131
29 H -3.81 -1.86 4.89  0.134
30 H -2.04 -4.31 5.26  0.087
31 H -1.45 -2.67 5.41  0.079
32 H -2.19 -3.20 3.92  0.048
33 H -4.52 -2.09 7.16  0.070
34 H -2.88 -2.17 7.21  0.067
35 C -1.80 4.89 7.00  -0.134
36 O -1.63 3.78 6.18  -0.176
37 C -1.43 4.11 4.82  -0.221
38 C -1.19 2.81 4.06  -0.417
39 C 0.14 2.17 4.39  -0.057
40 N -1.28 3.00 2.58  0.028
41 H -2.64 5.55 6.74  0.088
42 H -0.93 5.56 7.03  0.089
43 H -1.98 4.55 8.02  0.088
44 H -2.32 4.62 4.43  0.125
45 H -0.58 4.79 4.68  0.133
46 H -2.01 2.12 4.24  0.141
47 H 0.43 2.47 5.40  0.080
48 H 0.93 2.50 3.71  0.065
49 H 0.20 1.08 4.28  0.066
50 H -0.61 3.74 2.33  0.072
51 H -2.18 3.42 2.37  0.070
52 C -3.48 -4.62 -2.19  -0.144
53 O -2.57 -5.26 -1.35  -0.177
54 C -2.91 -5.04 0.01  -0.206
55 C -1.96 -5.84 0.88  -0.410
56 C -2.52 -6.08 2.28  -0.059
57 N -0.63 -5.24 0.99  0.062
58 H -3.64 -3.56 -1.96  0.088
59 H -4.49 -5.06 -2.12  0.089
60 H -3.18 -4.70 -3.23  0.084
61 H -2.78 -3.96 0.19  0.114
62 H -3.97 -5.21 0.23  0.119
63 H -1.85 -6.83 0.43  0.144
64 H -1.93 -6.78 2.85  0.083
65 H -3.51 -6.53 2.22  0.066
66 H -2.63 -5.15 2.82  0.049
67 H -0.23 -5.19 0.05  0.045
68 H -0.77 -4.24 1.16  0.062
69 C 0.80 1.12 -1.94  -0.109
70 O 0.59 0.15 -0.94  -0.202
71 C -0.75 0.11 -0.47  -0.199
72 C -0.76 -0.69 0.82  -0.422
73 C -2.17 -0.96 1.32  -0.053
74 N 0.01 -0.06 1.92  0.064
75 H 0.10 1.09 -2.78  0.093
76 H 1.77 0.87 -2.37  0.074
77 H 0.85 2.13 -1.51  0.076
78 H -1.18 1.11 -0.31  0.130
79 H -1.36 -0.44 -1.20  0.125
80 H -0.21 -1.62 0.64  0.121
81 H -2.19 -1.57 2.23  0.065
82 H -2.71 -1.67 0.67  0.063
83 H -2.73 -0.04 1.40  0.082
84 H -0.49 0.81 2.15  0.030
85 H 0.82 0.34 1.45  0.029
86 C 3.84 2.62 -3.61  -0.101
87 O 3.20 3.17 -4.75  -0.234
88 C 3.97 3.13 -5.95  -0.184
89 C 3.00 3.45 -7.09  -0.412
90 C 2.60 4.93 -7.06  -0.062
91 N 1.82 2.59 -7.01  0.055
92 H 3.64 1.54 -3.66  0.084
93 H 3.39 2.97 -2.69  0.077
94 H 4.91 2.80 -3.56  0.092
95 H 4.75 3.90 -5.88  0.127
96 H 4.35 2.11 -6.07  0.129
97 H 3.56 3.32 -8.02  0.128
98 H 2.03 5.22 -7.94  0.082
99 H 3.43 5.60 -6.84  0.082
100 H 1.95 5.08 -6.18  0.034
101 H 0.97 3.15 -7.02  0.051
102 H 1.86 2.11 -6.12  0.062
103 C 2.85 2.37 1.12  -0.113
104 O 3.78 1.32 1.31  -0.182
105 C 3.55 0.72 2.58  -0.212
106 C 4.41 -0.52 2.79  -0.401
107 C 5.91 -0.18 2.73  -0.070
108 N 4.11 -1.42 1.68  0.038
109 H 3.07 3.13 1.88  0.092
110 H 1.78 2.16 1.20  0.067
111 H 2.98 2.73 0.10  0.081
112 H 3.52 1.44 3.40  0.128
113 H 2.55 0.26 2.50  0.100
114 H 4.21 -1.00 3.75  0.133
115 H 6.07 0.42 1.83  0.073
116 H 6.53 -1.07 2.76  0.070
117 H 6.27 0.40 3.59  0.073
118 H 4.88 -2.03 1.43  0.062
119 H 3.82 -0.94 0.84  0.065
120 C -2.86 5.61 -5.93  -0.103
121 O -1.87 5.76 -4.93  -0.197
122 C -0.74 4.94 -5.12  -0.230
123 C 0.23 5.07 -3.97  -0.437
124 C -0.47 4.79 -2.62  -0.054
125 N 0.86 6.39 -3.89  0.049
126 H -3.60 4.87 -5.60  0.089
127 H -2.44 5.32 -6.90  0.085
128 H -3.37 6.57 -6.03  0.087
129 H -1.07 3.89 -5.21  0.129
130 H -0.28 5.20 -6.09  0.109
131 H 0.99 4.30 -4.09  0.117
132 H -0.86 3.78 -2.70  0.068
133 H -1.28 5.51 -2.50  0.075
134 H 0.29 4.88 -1.85  0.072
135 H 0.12 7.09 -3.93  0.075
136 H 1.34 6.59 -4.77  0.057

E_LUMO, eV: 0.4442
Orbital gap, eV: 9.26
HOMO level, hartree: -0.324


*b*
This record from the Open Molecules 2025 dataset describes 8 unconnected molecules or ions with the total composition C32H88N8O8. The level of theory is ωB97M-V/def2-TZVPD.

Last column: Löwdin charge in e.
CARTESIAN COORDINATES (ANGSTROEM)
1 C -0.70 -1.50 1.34  -0.069
2 O -1.07 -0.95 0.02  -0.216
3 C -0.21 0.11 -0.46  -0.189
4 C -0.60 0.76 -1.88  -0.385
5 C -0.56 -0.25 -3.05  -0.077
6 N 0.38 1.85 -2.17  0.029
7 H -1.09 -2.52 1.39  0.078
8 H -1.20 -0.95 2.13  0.079
9 H 0.38 -1.56 1.46  0.080
10 H -0.29 0.88 0.31  0.107
11 H 0.83 -0.22 -0.44  0.116
12 H -1.64 1.06 -1.75  0.123
13 H -0.86 0.22 -3.98  0.066
14 H -1.21 -1.10 -2.83  0.070
15 H 0.42 -0.66 -3.30  0.072
16 H 0.45 2.37 -1.30  0.054
17 H -0.04 2.47 -2.85  0.065
18 C 7.41 1.77 -11.17  -0.088
19 O 6.16 1.75 -10.51  -0.210
20 C 6.15 1.34 -9.16  -0.218
21 C 4.81 1.65 -8.45  -0.411
22 C 4.24 3.03 -8.81  -0.058
23 N 4.89 1.45 -6.97  0.023
24 H 7.83 2.74 -10.90  0.085
25 H 7.28 1.77 -12.25  0.088
26 H 8.04 0.98 -10.76  0.084
27 H 6.52 0.32 -9.03  0.119
28 H 6.90 1.91 -8.62  0.117
29 H 4.14 0.84 -8.75  0.124
30 H 4.17 3.19 -9.89  0.071
31 H 4.81 3.87 -8.41  0.079
32 H 3.23 3.14 -8.42  0.070
33 H 3.99 1.56 -6.52  0.065
34 H 5.18 0.49 -6.86  0.061
35 C -1.59 8.15 -9.51  -0.087
36 O -2.26 6.88 -9.31  -0.221
37 C -3.67 6.96 -8.99  -0.177
38 C -4.01 7.68 -7.69  -0.424
39 C -3.36 7.14 -6.34  -0.044
40 N -5.45 7.62 -7.60  0.009
41 H -0.52 8.04 -9.69  0.085
42 H -1.68 8.76 -8.61  0.071
43 H -2.09 8.59 -10.37  0.085
44 H -4.09 7.47 -9.86  0.122
45 H -3.94 5.91 -8.94  0.128
46 H -3.77 8.75 -7.74  0.122
47 H -3.82 7.34 -5.37  0.066
48 H -2.30 7.39 -6.35  0.063
49 H -3.40 6.05 -6.37  0.068
50 H -5.73 7.90 -6.67  0.064
51 H -5.86 6.70 -7.56  0.070
52 C 1.09 -1.45 9.95  -0.102
53 O 1.90 -1.43 8.79  -0.195
54 C 2.95 -2.38 8.80  -0.204
55 C 4.28 -1.53 8.68  -0.383
56 C 4.53 -1.00 7.25  -0.067
57 N 5.45 -2.38 9.01  0.008
58 H 1.63 -1.70 10.87  0.084
59 H 0.45 -2.32 9.84  0.081
60 H 0.46 -0.57 9.99  0.090
61 H 2.96 -3.04 9.66  0.109
62 H 2.83 -3.15 8.04  0.121
63 H 4.17 -0.73 9.41  0.127
64 H 4.38 -1.81 6.53  0.071
65 H 5.52 -0.65 6.95  0.071
66 H 3.71 -0.31 7.03  0.071
67 H 5.41 -2.92 9.86  0.056
68 H 6.26 -1.84 9.28  0.062
69 C -2.99 -7.29 8.19  -0.108
70 O -4.24 -7.30 8.89  -0.239
71 C -5.46 -7.12 8.04  -0.138
72 C -6.59 -7.02 9.10  -0.426
73 C -6.76 -8.34 9.96  -0.047
74 N -7.86 -6.64 8.52  0.019
75 H -2.92 -6.36 7.63  0.081
76 H -2.90 -8.21 7.61  0.084
77 H -2.27 -7.32 9.01  0.085
78 H -5.23 -6.20 7.51  0.108
79 H -5.60 -7.87 7.26  0.120
80 H -6.25 -6.21 9.74  0.126
81 H -5.90 -8.46 10.62  0.069
82 H -7.10 -9.17 9.34  0.075
83 H -7.58 -8.18 10.65  0.061
84 H -7.69 -5.95 7.80  0.061
85 H -8.40 -6.11 9.19  0.069
86 C 1.70 5.44 2.67  -0.129
87 O 2.73 5.32 1.74  -0.204
88 C 4.02 5.50 2.36  -0.163
89 C 4.93 6.10 1.25  -0.460
90 C 4.47 7.48 0.77  -0.072
91 N 5.18 5.25 0.15  0.033
92 H 1.77 4.56 3.31  0.089
93 H 0.67 5.55 2.33  0.087
94 H 1.89 6.36 3.23  0.082
95 H 3.93 6.10 3.26  0.115
96 H 4.38 4.51 2.64  0.123
97 H 5.88 6.38 1.70  0.128
98 H 4.21 8.04 1.66  0.072
99 H 3.54 7.28 0.24  0.073
100 H 5.17 8.05 0.16  0.075
101 H 4.36 4.88 -0.30  0.076
102 H 5.67 5.65 -0.63  0.076
103 C 6.13 -5.56 -4.67  -0.100
104 O 5.68 -4.36 -4.03  -0.206
105 C 4.73 -4.48 -2.97  -0.188
106 C 5.32 -5.23 -1.76  -0.493
107 C 4.51 -5.27 -0.50  -0.073
108 N 6.61 -4.71 -1.42  0.051
109 H 6.89 -6.12 -4.13  0.086
110 H 6.52 -5.21 -5.63  0.085
111 H 5.29 -6.14 -5.05  0.087
112 H 4.51 -3.48 -2.60  0.126
113 H 3.83 -4.97 -3.32  0.121
114 H 5.39 -6.27 -2.09  0.130
115 H 3.49 -5.59 -0.70  0.080
116 H 4.56 -4.36 0.10  0.077
117 H 4.98 -5.98 0.19  0.079
118 H 6.44 -3.74 -1.21  0.079
119 H 7.17 -4.73 -2.26  0.062
120 C -7.75 -0.08 3.17  -0.109
121 O -8.51 -1.29 3.23  -0.196
122 C -8.33 -2.14 2.08  -0.177
123 C -8.95 -1.58 0.77  -0.459
124 C -10.28 -0.84 0.89  -0.055
125 N -9.03 -2.65 -0.19  0.016
126 H -8.04 0.58 2.35  0.074
127 H -6.68 -0.26 3.10  0.084
128 H -7.96 0.50 4.07  0.087
129 H -7.26 -2.32 1.95  0.117
130 H -8.84 -3.08 2.28  0.120
131 H -8.31 -0.85 0.28  0.126
132 H -11.01 -1.40 1.48  0.080
133 H -10.73 -0.66 -0.09  0.078
134 H -10.19 0.15 1.33  0.070
135 H -9.82 -3.22 0.06  0.069
136 H -8.28 -3.29 -0.41  0.076

E_LUMO, eV: 0.4639
Orbital gap, eV: 9.30
HOMO level, hartree: -0.325


*c*
This record from the Open Molecules 2025 dataset describes 8 unconnected molecules or ions with the total composition C32H88N8O8. The level of theory is ωB97M-V/def2-TZVPD.

Last column: Löwdin charge in e.
CARTESIAN COORDINATES (ANGSTROEM)
1 C -2.76 7.88 -15.78  -0.113
2 O -2.78 8.50 -14.51  -0.147
3 C -2.03 8.01 -13.46  -0.242
4 C -2.01 6.54 -13.25  -0.487
5 C -3.35 6.04 -12.84  -0.068
6 N -0.97 6.07 -12.32  0.053
7 H -3.37 7.01 -16.02  0.077
8 H -1.79 7.48 -16.08  0.088
9 H -3.15 8.60 -16.51  0.088
10 H -0.97 8.20 -13.60  0.123
11 H -2.30 8.52 -12.53  0.136
12 H -1.76 6.03 -14.18  0.124
13 H -4.09 6.14 -13.63  0.082
14 H -3.70 6.66 -12.01  0.087
15 H -3.37 5.00 -12.49  0.082
16 H -1.56 5.65 -11.61  0.052
17 H -0.44 6.81 -11.88  0.066
18 C 6.79 12.47 -18.82  -0.103
19 O 8.02 12.95 -18.25  -0.204
20 C 7.98 14.35 -17.99  -0.177
21 C 8.97 14.68 -16.82  -0.449
22 C 8.34 15.44 -15.71  -0.086
23 N 10.12 15.49 -17.23  0.019
24 H 6.05 12.43 -18.02  0.084
25 H 6.91 11.42 -19.08  0.080
26 H 6.51 13.01 -19.72  0.087
27 H 8.45 14.80 -18.86  0.117
28 H 7.00 14.78 -17.80  0.120
29 H 9.40 13.72 -16.51  0.132
30 H 9.02 15.45 -14.86  0.074
31 H 7.49 14.91 -15.27  0.081
32 H 8.14 16.46 -16.05  0.090
33 H 10.64 14.84 -17.80  0.071
34 H 10.66 15.67 -16.40  0.065
35 C 1.16 3.74 -24.21  -0.147
36 O -0.17 3.39 -24.31  -0.198
37 C -0.76 3.47 -25.68  -0.151
38 C -2.28 3.53 -25.65  -0.414
39 C -2.91 2.38 -24.68  -0.047
40 N -2.86 3.25 -26.96  0.015
41 H 1.10 4.46 -23.39  0.089
42 H 1.68 4.16 -25.08  0.083
43 H 1.75 2.87 -23.93  0.081
44 H -0.36 4.36 -26.17  0.116
45 H -0.53 2.56 -26.24  0.124
46 H -2.71 4.43 -25.20  0.123
47 H -2.85 2.55 -23.60  0.063
48 H -2.32 1.48 -24.84  0.068
49 H -3.96 2.26 -24.94  0.060
50 H -3.84 3.50 -26.98  0.070
51 H -2.52 3.90 -27.66  0.066
52 C 11.45 5.87 -4.18  -0.106
53 O 11.26 7.26 -4.37  -0.192
54 C 11.40 7.61 -5.71  -0.236
55 C 11.47 9.16 -5.85  -0.417
56 C 11.82 9.61 -7.28  -0.068
57 N 12.51 9.72 -4.98  0.026
58 H 12.51 5.64 -4.32  0.089
59 H 10.76 5.20 -4.69  0.090
60 H 11.29 5.77 -3.10  0.087
61 H 12.19 7.12 -6.27  0.126
62 H 10.44 7.37 -6.18  0.122
63 H 10.53 9.55 -5.46  0.137
64 H 11.05 9.16 -7.90  0.068
65 H 12.76 9.27 -7.73  0.076
66 H 11.71 10.69 -7.39  0.075
67 H 13.36 9.27 -5.29  0.065
68 H 12.34 9.37 -4.05  0.059
69 C 4.80 -2.01 -13.83  -0.121
70 O 4.72 -1.23 -12.66  -0.207
71 C 5.83 -0.36 -12.41  -0.172
72 C 5.45 0.51 -11.13  -0.414
73 C 6.58 1.54 -10.95  -0.089
74 N 5.55 -0.34 -9.99  0.022
75 H 4.61 -1.55 -14.80  0.084
76 H 4.08 -2.83 -13.74  0.085
77 H 5.77 -2.51 -13.86  0.082
78 H 6.65 -1.05 -12.23  0.122
79 H 6.15 0.20 -13.28  0.117
80 H 4.47 0.97 -11.22  0.135
81 H 6.76 2.08 -11.89  0.063
82 H 7.52 1.10 -10.62  0.076
83 H 6.46 2.33 -10.21  0.067
84 H 5.27 -1.25 -10.31  0.069
85 H 5.01 0.04 -9.22  0.081
86 C 4.25 5.95 -16.18  -0.118
87 O 4.10 7.07 -15.33  -0.213
88 C 5.37 7.69 -15.01  -0.168
89 C 5.17 8.80 -13.92  -0.479
90 C 6.42 9.41 -13.34  -0.065
91 N 4.39 8.23 -12.86  0.047
92 H 4.72 6.31 -17.10  0.081
93 H 3.31 5.58 -16.57  0.089
94 H 4.87 5.17 -15.74  0.088
95 H 6.03 6.89 -14.66  0.120
96 H 5.82 8.19 -15.87  0.120
97 H 4.65 9.59 -14.46  0.135
98 H 7.09 9.82 -14.10  0.075
99 H 7.00 8.62 -12.87  0.076
100 H 6.12 10.19 -12.63  0.084
101 H 3.76 7.68 -13.43  0.058
102 H 5.05 7.53 -12.55  0.071
103 C -1.43 20.02 -8.17  -0.116
104 O -0.09 19.52 -8.25  -0.177
105 C -0.08 18.29 -9.02  -0.185
106 C 1.37 17.74 -8.83  -0.447
107 C 1.74 16.62 -9.81  -0.075
108 N 1.66 17.34 -7.46  0.035
109 H -2.03 19.98 -9.08  0.087
110 H -1.27 21.00 -7.72  0.085
111 H -2.09 19.65 -7.39  0.078
112 H -0.87 17.56 -8.91  0.126
113 H -0.19 18.48 -10.09  0.116
114 H 2.05 18.55 -9.10  0.127
115 H 2.68 16.13 -9.54  0.071
116 H 1.71 16.90 -10.86  0.073
117 H 1.02 15.80 -9.80  0.071
118 H 1.46 18.20 -6.98  0.062
119 H 2.63 17.09 -7.34  0.069
120 C 4.51 8.38 -4.73  -0.065
121 O 4.14 9.13 -5.94  -0.200
122 C 3.83 10.51 -5.71  -0.213
123 C 2.50 10.63 -5.00  -0.413
124 C 1.37 10.65 -6.09  -0.069
125 N 2.35 11.94 -4.32  0.025
126 H 4.73 7.35 -5.02  0.090
127 H 3.78 8.39 -3.92  0.067
128 H 5.31 8.97 -4.28  0.081
129 H 4.65 10.88 -5.10  0.113
130 H 3.76 11.15 -6.59  0.127
131 H 2.35 9.84 -4.26  0.123
132 H 1.45 9.86 -6.84  0.075
133 H 1.39 11.56 -6.69  0.069
134 H 0.41 10.67 -5.57  0.071
135 H 1.48 11.89 -3.80  0.064
136 H 2.21 12.58 -5.09  0.058

E_LUMO, eV: 0.5529
Orbital gap, eV: 9.68
HOMO level, hartree: -0.336


*d*
This record from the Open Molecules 2025 dataset describes 8 unconnected molecules or ions with the total composition C32H88N8O8. The level of theory is ωB97M-V/def2-TZVPD.

Last column: Löwdin charge in e.
CARTESIAN COORDINATES (ANGSTROEM)
1 C 5.38 -3.95 7.90  -0.137
2 O 4.15 -3.36 7.55  -0.191
3 C 3.62 -3.61 6.22  -0.163
4 C 4.65 -3.50 5.08  -0.424
5 C 3.92 -3.44 3.72  -0.070
6 N 5.70 -4.55 5.07  0.028
7 H 5.56 -4.96 7.52  0.071
8 H 5.40 -4.09 8.98  0.084
9 H 6.20 -3.31 7.59  0.087
10 H 3.22 -4.63 6.17  0.122
11 H 2.78 -2.91 6.24  0.126
12 H 5.21 -2.58 5.26  0.131
13 H 3.27 -4.31 3.60  0.074
14 H 4.69 -3.53 2.95  0.070
15 H 3.41 -2.48 3.72  0.075
16 H 5.31 -5.40 5.46  0.061
17 H 5.89 -4.82 4.11  0.059
18 C -6.43 -2.28 -4.91  -0.119
19 O -5.29 -2.58 -4.17  -0.175
20 C -4.79 -1.51 -3.41  -0.214
21 C -3.31 -1.63 -3.01  -0.406
22 C -2.26 -1.67 -4.13  -0.046
23 N -3.08 -2.78 -2.15  0.038
24 H -6.35 -1.49 -5.66  0.091
25 H -7.26 -2.19 -4.20  0.090
26 H -6.67 -3.16 -5.52  0.085
27 H -4.89 -0.58 -3.98  0.108
28 H -5.38 -1.33 -2.51  0.120
29 H -3.03 -0.78 -2.38  0.118
30 H -1.27 -1.59 -3.69  0.066
31 H -2.32 -0.78 -4.76  0.077
32 H -2.36 -2.59 -4.70  0.081
33 H -3.01 -3.63 -2.70  0.058
34 H -3.76 -2.90 -1.41  0.085
35 C -1.70 1.44 -0.73  -0.095
36 O -1.35 0.55 0.32  -0.193
37 C -0.06 0.00 0.07  -0.195
38 C 0.13 -1.23 0.98  -0.401
39 C 0.34 -0.80 2.44  -0.062
40 N 1.24 -2.05 0.48  0.043
41 H -0.95 2.23 -0.63  0.078
42 H -2.67 1.94 -0.70  0.076
43 H -1.54 1.00 -1.72  0.078
44 H -0.01 -0.33 -0.97  0.118
45 H 0.66 0.80 0.29  0.120
46 H -0.79 -1.80 0.85  0.138
47 H -0.54 -0.26 2.81  0.072
48 H 1.15 -0.07 2.46  0.063
49 H 0.49 -1.64 3.12  0.074
50 H 2.14 -1.57 0.53  0.032
51 H 1.38 -2.93 0.95  0.051
52 C -0.94 5.41 -1.71  -0.098
53 O -1.61 5.30 -2.97  -0.202
54 C -2.78 6.12 -2.97  -0.202
55 C -3.51 6.02 -4.34  -0.435
56 C -2.67 5.96 -5.60  -0.074
57 N -4.40 7.19 -4.51  0.027
58 H -0.03 4.85 -1.95  0.090
59 H -1.52 5.02 -0.88  0.085
60 H -0.60 6.45 -1.65  0.087
61 H -3.52 5.67 -2.30  0.116
62 H -2.57 7.16 -2.74  0.120
63 H -4.09 5.10 -4.34  0.114
64 H -2.05 5.07 -5.55  0.076
65 H -1.95 6.77 -5.72  0.079
66 H -3.28 6.02 -6.51  0.077
67 H -5.02 7.24 -3.71  0.065
68 H -3.75 7.96 -4.39  0.066
69 C 2.71 -5.09 0.45  -0.095
70 O 1.30 -5.12 0.23  -0.199
71 C 0.97 -5.71 -0.99  -0.220
72 C -0.35 -5.08 -1.52  -0.412
73 C -0.81 -5.75 -2.82  -0.071
74 N -0.04 -3.69 -1.87  0.027
75 H 3.21 -4.65 -0.41  0.088
76 H 3.07 -6.12 0.53  0.090
77 H 2.91 -4.60 1.41  0.054
78 H 1.72 -5.52 -1.77  0.121
79 H 0.99 -6.81 -0.99  0.121
80 H -1.20 -4.95 -0.83  0.135
81 H -0.14 -5.60 -3.68  0.079
82 H -1.78 -5.37 -3.13  0.055
83 H -0.85 -6.84 -2.74  0.072
84 H -0.97 -3.30 -2.04  0.017
85 H 0.21 -3.15 -1.03  0.028
86 C 7.57 1.06 0.78  -0.119
87 O 6.67 0.27 1.51  -0.181
88 C 5.30 0.44 1.17  -0.197
89 C 4.88 -0.11 -0.21  -0.414
90 C 4.13 1.01 -0.95  -0.065
91 N 4.05 -1.31 -0.13  0.036
92 H 7.57 2.11 1.11  0.087
93 H 7.41 1.09 -0.30  0.077
94 H 8.60 0.73 0.90  0.087
95 H 4.78 -0.26 1.83  0.114
96 H 4.99 1.47 1.33  0.114
97 H 5.76 -0.20 -0.86  0.124
98 H 3.32 1.39 -0.32  0.072
99 H 3.74 0.71 -1.92  0.077
100 H 4.82 1.81 -1.24  0.080
101 H 3.57 -1.43 -1.01  0.079
102 H 4.59 -2.15 0.04  0.081
103 C 0.52 2.14 4.74  -0.115
104 O 1.42 2.52 5.77  -0.185
105 C 2.75 2.05 5.58  -0.207
106 C 3.39 2.39 4.24  -0.427
107 C 4.87 1.88 4.29  -0.066
108 N 3.54 3.83 4.02  0.038
109 H -0.51 2.38 4.98  0.089
110 H 0.60 1.07 4.57  0.072
111 H 0.69 2.73 3.83  0.085
112 H 3.29 2.42 6.45  0.130
113 H 2.79 0.95 5.65  0.123
114 H 2.87 1.90 3.42  0.118
115 H 5.52 2.26 3.51  0.066
116 H 4.90 0.80 4.14  0.067
117 H 5.35 2.12 5.24  0.080
118 H 4.21 4.16 4.70  0.071
119 H 2.66 4.29 4.23  0.065
120 C -5.74 1.87 -0.08  -0.110
121 O -5.69 1.59 -1.47  -0.195
122 C -6.19 2.65 -2.28  -0.237
123 C -6.55 2.19 -3.69  -0.396
124 C -7.10 3.50 -4.35  -0.054
125 N -7.70 1.30 -3.54  0.030
126 H -6.71 1.87 0.42  0.088
127 H -5.32 2.85 0.18  0.083
128 H -5.03 1.15 0.33  0.086
129 H -6.97 3.23 -1.78  0.126
130 H -5.43 3.45 -2.35  0.113
131 H -5.79 1.73 -4.30  0.130
132 H -8.03 3.77 -3.84  0.074
133 H -7.47 3.24 -5.35  0.078
134 H -6.36 4.30 -4.40  0.059
135 H -7.48 0.63 -2.81  0.060
136 H -8.48 1.81 -3.14  0.067

E_LUMO, eV: 0.4875
Orbital gap, eV: 8.98
HOMO level, hartree: -0.312


Which is less stable than every other structure shown? *c* is.